Record 1
Below is a structure of composition C33H44BCl2N7PbS3 at a distorted geometry, with properties calculated with ωB97M-V/def2-TZVPD.

Element x y z (Å)
Pb (-1.4852, 0.1658, -2.1348)
C (-0.7704, 4.7389, -1.5770)
C (-1.7163, 4.3622, -0.4714)
C (-2.2051, 5.5950, 0.3845)
C (-3.0093, 3.6827, -0.7159)
N (-1.2657, 3.1793, 0.5095)
C (-2.1392, 2.8185, 1.5589)
C (-2.0197, 1.5205, 1.8388)
N (-0.9394, 0.9113, 1.0393)
B (1.7122, 0.0268, 1.8201)
N (1.7222, -1.5298, 1.7757)
C (1.8974, -2.2549, 2.9220)
C (1.7301, -3.5673, 2.6246)
N (1.4572, -3.6583, 1.2847)
C (1.4503, -2.4011, 0.8033)
S (1.2449, -1.8581, -0.8485)
C (1.2342, -4.9237, 0.5229)
C (-0.1509, -4.8554, -0.1207)
C (2.3434, -5.0729, -0.5205)
C (1.2799, -6.1049, 1.4861)
N (2.5407, 0.7578, 0.7147)
C (2.8608, 2.0697, 0.9684)
C (3.6665, 2.5162, -0.0163)
N (3.8601, 1.4818, -0.8969)
C (3.1503, 0.4329, -0.4295)
S (3.1363, -1.1551, -1.1867)
C (4.6441, 1.6308, -2.1657)
C (3.6606, 2.0957, -3.2402)
C (5.7347, 2.6791, -1.9435)
C (5.3093, 0.3139, -2.5730)
C (-0.5799, 2.0572, 0.1453)
S (0.3803, 1.7960, -1.2331)
H (-1.1323, 5.6652, -2.0191)
H (-0.7333, 3.9928, -2.3631)
H (0.2309, 4.9149, -1.1882)
H (-3.2594, 5.4690, 0.5906)
H (-2.0709, 6.5103, -0.1855)
H (-1.6260, 5.6892, 1.3033)
H (-4.1838, 4.2893, 0.2169)
H (-3.5896, 2.8889, 0.7374)
H (-4.0579, 2.2567, -0.6092)
H (-2.9207, 3.5094, 1.7961)
H (-2.5637, 0.9274, 2.5458)
H (2.2716, 0.3094, 2.8375)
H (2.1369, -1.7882, 3.8580)
H (1.7899, -4.4162, 3.2755)
H (-0.2553, -3.9930, -0.7774)
H (-0.9152, -4.8023, 0.6545)
H (-0.3201, -5.7558, -0.7079)
H (2.2643, -4.3360, -1.3154)
H (2.2737, -6.0607, -0.9716)
H (3.3245, -4.9861, -0.0538)
H (0.5204, -6.0176, 2.2624)
H (2.2622, -6.2141, 1.9440)
H (1.0751, -7.0157, 0.9283)
H (2.5082, 2.5792, 1.8450)
H (4.1112, 3.4837, -0.1348)
H (3.1962, 3.0402, -2.9581)
H (2.8735, 1.3566, -3.3938)
H (4.1880, 2.2398, -4.1815)
H (5.3313, 3.6826, -1.8246)
H (6.3846, 2.7021, -2.8148)
H (6.3468, 2.4281, -1.0775)
H (4.6300, -0.3399, -3.1123)
H (5.7163, -0.2124, -1.7084)
H (6.1414, 0.5254, -3.2413)
C (-0.4269, -0.2879, 3.1426)
C (-1.3631, -1.2487, 3.0408)
C (-2.1836, -1.6633, 1.9142)
C (-2.2133, -1.1757, 0.6511)
N (-1.3526, -0.1991, 0.1467)
C (0.1494, 0.6006, 2.0801)
C (-3.2224, -1.7226, -0.3511)
C (-3.4265, -3.1043, -0.4214)
C (-4.4129, -3.6664, -1.2136)
C (-5.2539, -2.8623, -1.9672)
C (-5.0699, -1.4915, -1.9587)
C (-4.0686, -0.9367, -1.1786)
H (0.0118, -0.1144, 4.1172)
H (-1.5843, -1.7894, 3.9532)
H (-2.9146, -2.4261, 2.1465)
H (0.3085, 1.5901, 2.5216)
H (-2.7925, -3.7460, 0.1724)
H (-4.5384, -4.7397, -1.2272)
H (-6.0492, -3.2991, -2.5535)
H (-5.7125, -0.8418, -2.5367)
Cl (-4.1755, 3.2399, -0.1403)
C (-5.3793, 2.8941, 0.4699)
Cl (-3.9517, 0.8109, -1.1655)
H (-4.7696, 3.5823, -1.0543)
H (-6.2914, 2.6241, 0.9297)

Results
Frontier orbital gap (spin up / spin down) in Eh: 0.19898 / 0.19842
E_tot in eV: -108793.741
Highest occupied orbital energy (spin up / spin down) in eV: -10.98 / -10.91
Lowest unoccupied orbital energy (spin up / spin down) in eV: -5.567 / -5.515
Net charge: +2

Atomic partial charges in e from the Mulliken method, atoms 1 to 8:
1 Pb 0.6825
2 C -1.8850
3 C 2.0647
4 C -1.5465
5 C -0.4297
6 N 0.3741
7 C -2.1505
8 C -0.3480

***

Record 2
Below is an isolated molecule of C4H7NO at a distorted geometry, with properties calculated with ωB97M-V/def2-TZVPD.

Element x y z (Å)
C (1.0374, -0.2754, 0.6053)
C (-0.8943, -1.1114, -0.7234)
C (-0.2995, -0.1009, 0.2046)
C (-0.7033, 1.3432, 0.1140)
N (2.0097, -0.1640, -0.2250)
O (-1.1885, -1.1451, 0.6983)
H (1.0294, -0.5664, 1.5921)
H (-1.6264, -0.8201, -1.4655)
H (-0.1928, -1.8842, -1.1890)
H (-1.8047, 1.5181, 0.0399)
H (0.0034, 1.6646, -0.6809)
H (-0.2577, 2.0240, 0.9183)
H (2.8873, -0.4825, 0.1113)

Results
Frontier orbital gap in Eh: 0.40802
SMILES string: [H]/N=C/[C@@]1(C)CO1
Energy above the lowest of the compared OMol25 structures with the same formula, charge and spin in kJ/mol: 312.3
E_tot in eV: -7796.407
Highest occupied orbital energy in eV: -10.12
Lowest unoccupied orbital energy in eV: 0.979
Net charge: 0

Atomic partial charges in e from the Mulliken method, atoms 1 to 8:
1 C -0.3277
2 C -0.4537
3 C 1.0095
4 C -1.3643
5 N -0.6074
6 O -0.4833
7 H 0.4610
8 H 0.2670